one | C5H4FN | ωB97M-V with the def2-TZVPD basis set

XYZ file:
```
11
C5H4FN ωB97M-V with the def2-TZVPD basis set
F 1.6774 -1.4649 -0.0496
N -2.9495 0.4241 0.0495
C 0.9477 2.0507 -0.1160
C 0.6167 -0.5182 0.0153
C -1.9278 -0.1382 0.0816
C -0.7129 -1.0254 -0.0079
C 1.4576 0.7883 0.1132
H -0.9100 -2.1496 -0.5374
H -0.0163 2.0161 -0.5881
H 1.7422 2.8427 -0.0919
H 2.4457 0.5629 0.7996
```

Computed properties:
HOMO-LUMO gap	9.25	eV
SMILES string	C=C/C(F)=C\C#N
highest occupied orbital energy	-9.9004	eV
spin multiplicity	1

two | C5H4FN | ωB97M-V with the def2-TZVPD basis set

XYZ file:
```
11
C5H4FN ωB97M-V with the def2-TZVPD basis set
F -1.6792 -1.5085 -0.1494
N 2.7634 -0.1909 -0.2693
C -1.1012 0.6277 -0.2134
C 1.7827 -0.7791 -0.0260
C 0.5282 -1.4257 0.1476
C -0.3182 1.6527 0.1164
C -0.6014 -0.7793 -0.0370
H 0.7504 1.4485 0.1434
H 0.5356 -2.5527 0.5046
H -0.5299 2.7799 0.2095
H -2.1303 0.7273 -0.4264
```

Computed properties:
HOMO-LUMO gap	9.58	eV
SMILES string	C=C/C(F)=C\C#N
highest occupied orbital energy	-9.7191	eV
spin multiplicity	1

Bottom line: two, by a margin of 130.6 kJ/mol.

one | C4H3NO2S | ωB97M-V with the def2-TZVPD basis set

XYZ file:
```
11
C4H3NO2S ωB97M-V with the def2-TZVPD basis set
S 2.4176 -0.4834 -0.1342
O -1.7647 -1.1843 0.1057
O -2.3109 0.9938 -0.4151
N 0.5130 1.3751 0.4114
C 0.7958 -0.9187 0.0848
C -0.1049 0.1889 0.3781
C -1.4984 0.0635 0.0485
C 1.8790 1.1762 -0.0619
H -2.8374 -1.2119 0.1769
H 2.5411 1.9962 -0.2987
H 0.3698 -1.9954 -0.2956
```

Computed properties:
HOMO-LUMO gap	9.06	eV
SMILES string	O=C(O)c1cscn1
highest occupied orbital energy	-9.2867	eV
spin multiplicity	1

two | C4H3NO2S | ωB97M-V with the def2-TZVPD basis set

XYZ file:
```
11
C4H3NO2S ωB97M-V with the def2-TZVPD basis set
S -0.4918 0.5322 3.7259
O -0.4623 0.6530 -0.5951
O 0.2264 -0.3672 1.3994
N 0.5308 -0.6403 -2.1227
C -0.4626 0.5466 2.1227
C -0.2246 0.3733 -1.9117
C 0.2335 -0.3222 0.0530
C 0.8412 -1.1112 -0.8447
H 1.4896 -1.9794 -0.6844
H -0.6891 1.0327 -2.6233
H -0.9910 1.2826 1.4808
```

Computed properties:
HOMO-LUMO gap	9.05	eV
SMILES string	S=COc1cnco1
highest occupied orbital energy	-9.2857	eV
spin multiplicity	1

Bottom line: two, by a margin of 77.6 kJ/mol.

one | C4HF3 | ωB97M-V with the def2-TZVPD basis set

XYZ file:
```
8
C4HF3 ωB97M-V with the def2-TZVPD basis set
F -1.6126 0.1083 -1.1210
F -1.7002 0.3862 1.0044
F -0.3708 1.6073 -0.1842
C 0.1929 -0.6569 0.1727
C 1.6778 -0.2207 0.4068
C -0.8541 0.3742 -0.0472
C 2.6976 0.0897 -0.2096
H -0.0306 -1.6880 -0.0218
```

Computed properties:
HOMO-LUMO gap (spin up / spin down)	7.72 / 8.53	eV
highest occupied orbital energy (spin up / spin down)	-10.8237 / -11.2095	eV
spin multiplicity	1

two | C4HF3 | ωB97M-V with the def2-TZVPD basis set

XYZ file:
```
8
C4HF3 ωB97M-V with the def2-TZVPD basis set
F 1.0165 -1.7266 1.6367
F 1.0969 1.5518 -1.3507
F 0.0596 0.3138 1.5779
C 0.7657 -1.6107 0.3664
C -1.0666 0.5608 -0.6929
C 0.0001 -0.2438 0.3196
C 0.1985 0.7267 -0.8203
H -2.0706 0.4280 -1.0366
```

Computed properties:
HOMO-LUMO gap	9.33	eV
highest occupied orbital energy	-9.8728	eV
spin multiplicity	1

Bottom line: one, by a margin of 49.3 kJ/mol.

one | C6H7N2O2 | ωB97M-V with the def2-TZVPD basis set

XYZ file:
```
17
C6H7N2O2 ωB97M-V with the def2-TZVPD basis set
O 1.6266 -0.2549 0.2202
O -2.9611 -0.4001 0.8547
N -0.1504 0.3449 -1.1263
N -0.6758 -0.4070 0.9291
C 0.4593 -0.1393 -0.0309
C 0.4451 -0.9296 3.1196
C -0.5722 -0.7784 2.2872
C -1.8760 -0.2295 0.2617
C 0.4361 0.6653 -2.4421
C -1.5846 0.1465 -0.9710
H -2.2764 0.7100 -1.6692
H 0.1730 -1.1840 4.1170
H -1.5583 -0.9374 2.6005
H 0.7548 1.7115 -2.5265
H 1.2791 -0.0125 -2.7287
H 1.4584 -0.5998 3.0357
H -0.3586 0.4780 -3.2086
```

Computed properties:
HOMO-LUMO gap	6.18	eV
SMILES string	C=Cn1c([O-])cn(C)c1=O
highest occupied orbital energy	-2.4282	eV
spin multiplicity	1
total charge	-1

two | C6H7N2O2 | ωB97M-V with the def2-TZVPD basis set

XYZ file:
```
17
C6H7N2O2 ωB97M-V with the def2-TZVPD basis set
O 3.0428 0.5225 0.5070
O 2.1366 -0.1393 -1.3704
N 0.8419 0.4364 1.9775
N 0.8595 0.2882 0.5131
C -0.9210 0.9418 -1.2184
C -1.5394 0.7056 0.1674
C -0.5920 -1.4681 -0.4861
C -0.3059 0.0072 -0.1639
C -0.8480 -2.6114 -0.8189
C 2.1163 0.2117 -0.2025
H -1.2602 -3.5800 -0.9936
H 0.8411 -0.5295 2.4523
H -0.3923 1.8313 -1.3601
H -1.6079 1.5312 0.8966
H 1.8813 0.8397 1.9189
H -1.7442 0.6981 -1.9446
H -2.5085 0.3145 0.1258
```

Computed properties:
HOMO-LUMO gap	7.92	eV
SMILES string	C#CC1(N(N)C(=O)[O-])CC1
highest occupied orbital energy	-4.1400	eV
spin multiplicity	1
total charge	-1

Bottom line: one, by a margin of 301.1 kJ/mol.